The following is a quantum chemistry calculation of a molecular structure, C17H14ClCuN3O4, from the OMol25 dataset.

```
40
Properties=species:S:1:pos:R:3:nbo_charge:R:1
Cu 1.10168 0.82253 0.10962 0.80
Cl -0.39830 -4.71073 -0.61090 0.08
O 3.11902 0.34364 -0.24696 -0.75
O 2.24312 -5.13911 -1.99684 -0.62
O 4.30680 -1.30432 -1.19612 -0.71
O 3.91477 -3.68673 -1.95067 -0.69
N 0.04543 -2.14517 -0.00407 -0.21
N 0.98657 -1.18337 -0.03445 -0.33
N 0.24606 2.51188 -0.03284 -0.69
C 3.27147 -0.80620 -0.70444 0.78
C -3.59130 -1.93542 0.67641 -0.19
C -3.58702 -1.30449 1.91233 -0.21
C -1.06671 2.79844 -0.30682 0.09
C -1.22116 4.15150 -0.52492 -0.35
C 1.81045 -3.05083 -0.99408 -0.28
C -2.11709 1.73399 -0.31418 -0.63
C 0.51257 -3.27570 -0.58034 0.17
C 0.07031 4.73245 -0.38232 -0.36
C -2.39856 -2.22272 0.03036 -0.23
C -1.20183 -1.88277 0.63840 0.21
C -2.38032 -0.95879 2.50436 -0.20
C 2.68074 -4.05099 -1.69432 0.79
C 0.93457 3.69931 -0.08619 0.10
C 2.40528 3.76358 0.18449 -0.64
C 2.05158 -1.70678 -0.61270 0.06
C -1.18330 -1.24827 1.87181 -0.22
H 4.12337 -2.72219 -1.64614 0.51
H -3.00512 2.07876 -0.84785 0.20
H 2.63099 3.57924 1.23955 0.20
H -2.42616 1.45283 0.69723 0.20
H -2.14603 4.65760 -0.76776 0.19
H -2.36861 -0.44830 3.45877 0.22
H 0.33527 5.77539 -0.49180 0.19
H -4.52800 -2.19030 0.19815 0.21
H -1.75668 0.82547 -0.80496 0.20
H 2.95795 3.01906 -0.39244 0.23
H -4.52120 -1.07185 2.40715 0.21
H -0.23653 -0.97163 2.31508 0.24
H -2.40238 -2.68223 -0.94866 0.23
H 2.78830 4.75321 -0.07098 0.20
```

Summary:
Net charge   -1
DFT total energy   -3222.27596 a.u.
Gap between HOMO and LUMO   6.304 eV